Formula: C21H42BeNO24
Source: OMol25
Level of theory: the ωB97M-V functional and the def2-TZVPD basis

```
89
Properties=species:S:1:pos:R:3
Be 1.66523 0.16209 -0.17402
N -1.25476 -0.18800 -0.04678
O -0.57267 -1.13012 0.36775
O -2.47105 -0.09979 0.16061
O -0.66701 0.79196 -0.57758
C 3.84178 3.75383 -0.65923
O 2.58549 4.40576 -0.85429
C 1.49629 3.78997 -0.44795
O 1.47233 2.64688 0.00235
O 0.44609 4.53927 -0.59484
C -0.85046 3.94688 -0.42166
H 4.68725 4.36637 -0.96569
H 3.80938 2.94631 -1.39354
H 4.05457 3.43528 0.35907
H -0.91141 3.02403 -0.98989
H -1.59634 4.69418 -0.68412
H -1.07349 3.78268 0.63456
C -1.24071 -2.95073 -2.55486
O 0.06621 -3.52408 -2.39184
C 1.08490 -2.76982 -2.13393
O 1.03456 -1.56320 -1.93003
O 2.19936 -3.50074 -2.19436
C 3.46685 -2.89501 -2.02760
H -1.90716 -3.24244 -1.74723
H -1.74008 -3.38249 -3.42765
H -1.30765 -1.92459 -2.91439
H 3.64202 -2.54439 -1.01226
H 3.67678 -2.11438 -2.76013
H 4.23196 -3.64187 -2.23591
C -5.34868 -6.98266 -0.69966
O -5.10634 -5.95037 0.25457
C -4.11424 -5.11260 0.02473
O -3.27818 -5.23797 -0.84234
O -4.03893 -4.31857 1.09850
C -2.92599 -3.47410 1.26168
H -5.93304 -6.59419 -1.53222
H -5.84359 -7.80125 -0.18479
H -4.42971 -7.39080 -1.12035
H -3.09980 -2.53886 0.72649
H -1.98905 -3.98470 1.04484
H -2.88077 -3.11297 2.29077
C -0.44209 1.20848 -3.69862
O 0.79825 1.00558 -4.36108
C 1.88429 0.98428 -3.66254
O 2.00336 1.07424 -2.45780
O 2.95764 0.85875 -4.48205
C 4.23243 0.75933 -3.89560
H -0.63379 0.38927 -3.00501
H -1.20194 1.30036 -4.46824
H -0.48966 2.08990 -3.05747
H 4.49632 1.60381 -3.25613
H 4.92476 0.66201 -4.72699
H 4.29833 -0.11182 -3.23883
C -3.69006 7.09727 1.10005
O -3.79980 5.89374 1.83534
C -3.97400 4.78288 1.10172
O -4.23812 4.69630 -0.06446
O -3.81141 3.73325 1.91010
C -4.12386 2.43988 1.40840
H -3.31995 7.97930 1.61543
H -4.53618 7.42777 0.49417
H -2.96104 6.91697 0.30188
H -4.11702 1.73521 2.23704
H -3.30872 2.22094 0.71840
H -5.08545 2.32422 0.91031
C 3.32648 1.33721 3.47562
O 2.01731 1.44344 4.05961
C 1.00810 1.27796 3.23244
O 1.11767 0.79522 2.11971
O -0.12009 1.55084 3.86938
C -1.36706 1.39559 3.21778
H 3.67977 0.30771 3.42114
H 4.00105 1.91822 4.09922
H 3.44771 1.73227 2.46670
H -1.37523 0.56974 2.50588
H -1.53585 2.30520 2.63486
H -2.18914 1.35214 3.92647
C 0.52675 -3.31001 2.43498
O 1.92350 -3.31161 2.67937
C 2.74059 -2.71039 1.83436
O 2.44110 -1.95675 0.91787
O 3.97017 -2.93212 2.26644
C 5.06095 -2.36842 1.56100
H 0.13569 -2.30394 2.28401
H 0.02258 -3.70521 3.31396
H 0.23867 -3.92997 1.58699
H 5.97462 -2.75128 2.01339
H 5.06340 -1.28060 1.54700
H 5.14908 -2.81194 0.56709
```

Computed properties:
- HOMO energy (eV) = -12.3
- energy (Eh) = -2700.25330
- net charge = +1
- frontier orbital gap (hartree) = 0.2556
- energy above the lowest of the compared OMol25 structures with the same formula, charge and spin (eV) = 0.000
- LUMO energy (eV) = -5.368